No. 1
Entry from OMol25: one molecule with the formula C13H19ClN2S in a non-equilibrium geometry (ωB97M-V with the def2-TZVPD basis set).

Last column: Mulliken charge in e.
Positions of all 36 atoms, in Å:
C -2.04 0.67 0.86  -1.441
C -1.82 1.42 -0.56  0.381
C -2.55 1.00 -1.74  0.176
Cl -3.58 -0.32 -1.55  -0.190
C -2.33 1.79 -2.84  -0.237
C -1.34 3.00 -2.95  -1.051
C -0.66 3.23 -1.66  -0.575
C -0.80 2.52 -0.36  0.111
N 0.11 2.76 0.43  -0.017
C 1.00 1.94 1.13  0.188
S 1.67 2.42 2.41  -0.524
N 1.06 0.78 0.70  -0.126
C 2.13 -0.31 1.29  -0.832
C 2.09 -1.55 0.50  -1.316
C 0.84 -2.28 0.49  2.081
C 1.10 -3.32 -0.51  -1.914
C 0.41 -2.76 1.65  -1.775
H -1.45 1.31 1.68  0.201
H -2.99 0.63 1.03  0.915
H -1.65 -0.54 0.78  0.110
H -2.80 1.47 -3.72  0.413
H -1.37 3.29 -3.83  0.618
H -0.07 4.04 -1.75  0.458
H 0.12 3.78 0.87  0.324
H 0.67 0.27 -0.17  0.368
H 3.08 0.48 1.34  0.350
H 1.71 -0.23 2.37  0.398
H 2.61 -1.19 -0.59  0.264
H 2.84 -2.09 0.91  0.662
H 0.21 -1.82 -0.36  0.034
H 1.48 -3.13 -1.43  0.507
H 0.15 -4.13 -0.84  0.256
H 1.81 -4.20 -0.01  0.274
H -0.59 -3.51 1.72  0.308
H 1.02 -3.45 2.24  0.381
H -0.04 -1.98 2.48  0.221

**LUMO level**: 0.019 Eh
**E_tot**: -1474.2730 hartree
**HOMO energy**: -8.0 eV
**SMILES**: Cc1c(Cl)cccc1NC(=S)NCCC(C)C
**HOMO-LUMO gap**: 8.6 eV

No. 2
Entry from OMol25: a 9-piece molecular cluster, C51H124O35P8 overall in a non-equilibrium geometry (ωB97M-V with the def2-TZVPD basis set).

Last column: Mulliken charge in e.
Positions of all 218 atoms, in Å:
C -23.53 -2.58 8.51  -0.887
C -24.97 -2.28 8.79  -0.196
O -25.74 -1.91 7.67  -0.343
P -26.12 -3.06 6.56  0.868
O -27.11 -4.08 6.98  -0.673
O -24.66 -3.66 6.16  -0.332
C -24.55 -5.06 5.98  0.675
C -24.32 -5.95 7.26  -1.324
O -26.52 -2.19 5.29  -0.048
C -25.60 -1.35 4.64  -0.782
C -25.16 -1.99 3.25  -0.235
H -23.06 -1.83 7.88  0.281
H -22.87 -2.50 9.38  0.448
H -23.31 -3.54 8.06  0.030
H -25.41 -3.15 9.26  0.261
H -25.05 -1.41 9.45  0.320
H -25.35 -5.42 5.33  -0.122
H -23.70 -5.07 5.31  0.158
H -24.36 -7.00 6.95  0.028
H -23.36 -5.88 7.76  0.521
H -25.03 -5.76 8.06  0.365
H -26.07 -0.42 4.33  0.359
H -24.63 -1.07 5.05  0.312
H -24.68 -2.96 3.39  0.074
H -26.08 -2.23 2.72  -0.303
H -24.41 -1.34 2.81  0.597
C -28.82 0.06 4.64  -0.555
C -29.82 1.22 4.63  -0.299
O -30.80 0.98 5.68  -0.233
P -31.90 2.06 6.06  0.752
O -32.79 1.71 7.23  -0.737
O -31.05 3.42 6.20  -0.369
C -30.46 3.68 7.48  -0.293
C -29.06 3.11 7.56  -1.006
O -32.62 2.11 4.63  -0.274
C -33.61 1.25 4.31  0.453
C -34.92 2.10 4.18  -1.427
H -28.09 0.32 3.88  0.241
H -28.34 0.03 5.61  0.161
H -29.06 -0.92 4.23  0.140
H -29.31 2.15 4.88  0.361
H -30.35 1.32 3.69  0.307
H -30.42 4.76 7.62  0.320
H -31.03 3.29 8.32  0.329
H -28.41 3.53 6.79  0.262
H -28.61 3.40 8.51  0.419
H -29.03 2.03 7.46  0.223
H -33.44 0.84 3.31  -0.302
H -33.77 0.41 4.99  0.427
H -34.72 3.00 3.59  0.316
H -35.66 1.54 3.61  0.425
H -35.37 2.29 5.15  0.358
C -32.84 -5.44 0.05  -1.335
C -31.33 -5.33 0.28  1.015
O -30.71 -6.43 -0.40  -0.211
P -30.83 -7.95 0.08  -0.054
O -32.14 -8.56 0.27  -0.739
O -29.97 -8.70 -1.08  -0.316
C -30.31 -8.43 -2.48  -0.250
C -31.51 -9.26 -2.95  -1.132
O -29.85 -8.12 1.35  0.898
C -29.51 -9.41 1.81  -0.977
C -28.73 -9.40 3.18  0.202
H -33.21 -6.26 0.66  0.317
H -33.35 -4.51 0.29  0.352
H -33.18 -5.57 -0.98  0.347
H -30.97 -4.44 -0.23  0.088
H -31.15 -5.30 1.35  -0.616
H -30.49 -7.38 -2.70  0.192
H -29.46 -8.60 -3.14  0.369
H -32.48 -9.14 -2.46  0.254
H -31.72 -9.15 -4.01  0.428
H -31.32 -10.33 -3.00  0.313
H -30.38 -10.06 1.85  0.486
H -28.87 -9.95 1.10  0.448
H -29.24 -8.90 4.01  -0.647
H -28.72 -10.43 3.53  0.608
H -27.71 -9.01 3.11  -0.172
C -25.24 -2.92 -0.19  -0.297
C -25.06 -1.40 -0.44  -0.406
O -25.34 -1.05 -1.82  -0.468
P -26.44 0.07 -2.19  0.484
O -26.54 0.27 -3.67  -0.834
O -27.71 -0.41 -1.43  0.312
C -28.86 0.37 -1.14  -0.094
C -28.77 0.72 0.33  -0.518
O -26.04 1.35 -1.32  -0.328
C -24.77 1.93 -1.60  -0.360
C -24.04 1.92 -0.29  -0.972
H -26.23 -3.25 -0.51  0.116
H -24.60 -3.50 -0.84  0.319
H -24.96 -3.12 0.85  -0.136
H -25.56 -0.82 0.33  0.312
H -24.00 -1.18 -0.32  0.353
H -29.04 1.18 -1.85  0.350
H -29.82 -0.14 -1.30  -0.202
H -28.77 -0.18 0.95  -0.186
H -27.94 1.35 0.66  0.368
H -29.67 1.18 0.75  0.535
H -24.11 1.47 -2.34  0.317
H -24.98 2.96 -1.88  0.450
H -23.28 1.14 -0.29  0.254
H -23.46 2.84 -0.24  0.392
H -24.75 1.77 0.52  0.173
C -32.17 -2.66 2.61  -1.166
C -32.11 -1.57 1.50  0.147
O -32.25 -2.13 0.20  0.107
P -33.22 -1.38 -0.90  0.552
O -34.62 -1.81 -0.82  -0.819
O -32.43 -1.78 -2.26  -0.127
C -33.14 -2.17 -3.48  -0.334
C -33.95 -1.04 -4.15  -1.081
O -32.94 0.19 -0.52  -0.225
C -33.62 1.22 -1.17  -0.480
C -32.72 1.99 -2.13  -1.087
H -32.12 -2.24 3.62  0.605
H -33.07 -3.27 2.64  0.503
H -31.27 -3.27 2.59  -0.073
H -32.87 -0.81 1.70  0.318
H -31.14 -1.08 1.61  -0.192
H -32.49 -2.68 -4.19  0.460
H -33.89 -2.94 -3.28  0.298
H -33.27 -0.20 -4.33  0.230
H -34.31 -1.40 -5.11  0.436
H -34.85 -0.73 -3.62  0.255
H -34.50 0.83 -1.67  0.406
H -34.00 1.76 -0.31  0.431
H -32.12 2.79 -1.70  0.356
H -32.07 1.35 -2.73  0.196
H -33.43 2.52 -2.76  0.367
C -34.28 -9.04 3.31  -1.542
C -32.98 -9.61 3.73  0.941
O -32.98 -9.46 5.19  -0.454
P -31.57 -9.30 6.02  0.868
O -30.55 -10.38 5.69  -0.735
O -31.07 -7.84 5.68  0.504
C -32.00 -6.79 5.77  -1.007
C -31.98 -6.01 4.45  -0.181
O -32.00 -9.20 7.60  -0.421
C -32.54 -10.30 8.29  -0.335
C -31.45 -11.17 8.89  -1.032
H -34.56 -8.11 3.79  0.312
H -34.29 -8.86 2.23  0.332
H -35.07 -9.74 3.57  0.401
H -32.87 -10.66 3.45  0.386
H -32.24 -8.96 3.26  -0.689
H -33.01 -6.98 6.14  0.398
H -31.63 -6.12 6.54  0.452
H -30.92 -5.93 4.20  -0.303
H -32.34 -6.56 3.58  -0.019
H -32.38 -5.00 4.46  0.496
H -33.08 -9.77 9.08  0.364
H -33.29 -10.91 7.77  0.270
H -30.66 -10.70 9.48  0.137
H -31.84 -11.88 9.62  0.482
H -30.97 -11.72 8.08  0.304
C -27.71 -7.68 6.57  -0.551
C -27.84 -9.12 7.02  0.111
O -26.57 -9.63 7.40  0.027
P -26.25 -11.21 7.55  0.751
O -27.17 -12.17 6.88  -0.714
O -24.70 -11.35 7.07  -0.444
C -24.54 -11.42 5.67  -0.927
C -24.71 -10.09 4.90  0.110
O -26.13 -11.38 9.13  -0.411
C -27.00 -10.66 10.01  0.367
C -26.65 -11.06 11.46  -1.502
H -28.63 -7.10 6.54  0.283
H -26.91 -7.07 7.00  0.183
H -27.50 -7.71 5.51  -0.121
H -28.59 -9.17 7.82  0.249
H -28.15 -9.69 6.14  0.115
H -23.48 -11.66 5.58  0.405
H -25.15 -12.19 5.19  0.364
H -24.20 -9.28 5.43  0.021
H -24.21 -10.12 3.94  0.329
H -25.79 -9.94 4.80  -0.021
H -26.85 -9.58 9.98  0.181
H -28.08 -10.80 9.92  0.103
H -26.81 -12.12 11.64  0.356
H -25.63 -10.77 11.70  0.356
H -27.22 -10.53 12.23  0.408
C -21.74 -8.94 3.30  -1.340
C -22.53 -7.68 3.65  0.519
O -22.29 -6.68 2.65  -0.481
P -23.51 -6.28 1.62  -0.246
O -24.73 -5.85 2.32  0.710
O -22.86 -5.25 0.52  -0.141
C -21.83 -5.67 -0.34  -0.303
C -21.13 -4.43 -0.89  -1.289
O -23.62 -7.63 0.75  -0.376
C -24.60 -8.52 1.10  0.526
C -24.47 -9.97 0.58  -1.674
H -21.81 -9.76 4.02  0.338
H -21.94 -9.38 2.32  0.208
H -20.66 -8.78 3.19  0.388
H -23.58 -7.95 3.80  -0.410
H -22.11 -7.20 4.53  0.534
H -21.08 -6.10 0.32  0.310
H -22.19 -6.38 -1.08  0.315
H -20.68 -3.84 -0.10  0.279
H -20.29 -4.82 -1.47  0.435
H -21.89 -3.96 -1.52  0.293
H -24.79 -8.61 2.17  -0.093
H -25.45 -8.09 0.58  0.405
H -24.26 -9.97 -0.49  0.408
H -23.71 -10.59 1.05  0.339
H -25.34 -10.58 0.79  0.335
O -28.39 -2.66 1.10  -0.595
C -28.42 -3.64 1.83  0.809
O -28.14 -4.90 1.39  -0.429
C -28.14 -5.76 2.50  3.198
C -28.13 -4.81 3.62  0.402
O -28.67 -3.61 3.13  -0.002
H -29.06 -6.34 2.46  -1.532
H -27.32 -6.48 2.48  -0.518
H -27.12 -4.60 3.98  -1.275
H -28.72 -5.26 4.42  0.064

**LUMO level**: 0.016 Eh
**E_tot**: -7382.5747 hartree
**HOMO energy**: -10.0 eV
**SMILES**: CCOP(=O)(OCC)OCC.CCOP(=O)(OCC)OCC.CCOP(=O)(OCC)OCC.CCOP(=O)(OCC)OCC.CCOP(=O)(OCC)OCC.CCOP(=O)(OCC)OCC.CCOP(=O)(OCC)OCC.CCOP(=O)(OCC)OCC.O=C1OCCO1
**HOMO-LUMO gap**: 10.5 eV

No. 3
Entry from OMol25: C23H56BN2O17 as an isolated structure in a non-equilibrium geometry (ωB97M-V with the def2-TZVPD basis set).

Last column: Mulliken charge in e.
Positions of all 99 atoms, in Å:
O 1.16 2.09 2.80  -0.682
C 0.83 1.41 1.84  1.579
O 0.15 1.72 0.75  -0.445
B 0.13 0.62 -0.16  0.835
O 0.43 -0.53 0.67  -0.441
C 1.00 -0.13 1.79  0.227
O 1.46 -0.83 2.67  -0.611
O 1.18 0.61 -1.17  -0.232
C 0.67 0.75 -2.42  0.411
O 1.27 0.92 -3.54  -0.639
C -0.84 0.61 -2.28  0.064
O -1.09 0.58 -0.93  -0.316
O -1.64 0.46 -3.17  -0.800
C 2.57 -2.97 3.25  -0.345
O 2.38 -1.86 4.07  -0.669
H 1.64 -3.49 3.03  0.126
H 3.07 -2.70 2.32  0.085
H 3.00 -3.84 3.74  0.387
H 1.59 -1.43 3.75  0.541
C 1.84 -0.94 -4.36  -0.287
O 0.45 -0.54 -4.44  -0.599
H 1.86 -2.03 -4.44  0.304
H 2.45 -0.68 -5.23  0.333
H 2.35 -0.83 -3.40  0.092
H 0.18 0.20 -3.90  0.382
C -3.52 -1.53 -0.25  -1.155
O -2.18 -1.70 -0.26  -0.855
H -3.87 -0.51 -0.05  0.230
H -4.00 -1.85 -1.18  0.589
H -3.86 -2.08 0.62  0.683
H -1.85 -1.33 -1.09  0.032
C 4.72 1.07 -2.44  0.852
O 5.88 1.17 -2.61  -0.741
N 4.07 0.09 -1.96  0.214
N 3.87 2.02 -2.69  -0.191
H 4.50 -0.76 -1.63  0.119
H 3.15 0.46 -1.81  -0.848
H 4.17 2.97 -2.84  0.289
H 2.90 1.85 -2.45  0.149
C 3.69 2.63 2.37  -1.571
C 3.94 1.57 1.37  1.807
C 3.94 2.16 -0.12  -0.913
O 5.20 1.05 1.57  -0.668
H 4.30 3.49 2.12  0.391
H 3.92 2.34 3.40  0.303
H 2.67 3.02 2.44  0.313
H 3.24 0.76 1.54  -0.635
H 2.93 2.30 -0.52  0.332
H 4.48 1.47 -0.77  0.146
H 4.54 3.06 -0.17  0.405
H 5.14 0.44 2.31  0.483
C 1.33 -2.21 -1.60  -0.226
C 1.46 -3.40 -0.61  0.003
C 0.63 -3.16 0.60  0.404
O 1.13 -4.58 -1.28  -0.639
H 2.10 -1.44 -1.51  -0.152
H 0.35 -1.74 -1.61  -0.130
H 1.55 -2.68 -2.56  0.393
H 2.49 -3.66 -0.34  0.382
H -0.33 -2.78 0.25  -0.191
H 1.04 -2.44 1.31  -0.979
H 0.30 -4.00 1.22  0.878
H 1.85 -4.94 -1.80  0.387
C -2.44 3.00 1.32  -0.803
C -1.57 3.79 2.29  0.329
C -1.75 3.13 3.69  -1.073
O -0.17 3.75 2.05  -0.606
H -2.56 1.92 1.45  -0.093
H -2.14 3.26 0.31  0.233
H -3.43 3.46 1.35  0.675
H -1.91 4.82 2.28  0.464
H -1.20 2.19 3.70  0.085
H -2.80 3.00 3.97  0.397
H -1.38 3.85 4.42  0.372
H 0.00 2.85 1.76  0.004
C -3.70 -1.16 -3.46  -0.866
C -4.81 -0.20 -3.64  0.435
C -4.79 0.85 -2.55  -1.129
O -4.82 0.44 -4.87  -0.571
H -3.64 -1.94 -4.22  0.500
H -3.74 -1.78 -2.55  0.198
H -2.76 -0.63 -3.53  0.076
H -5.68 -0.83 -3.48  0.217
H -4.68 0.24 -1.65  -0.057
H -5.64 1.53 -2.63  0.525
H -3.94 1.50 -2.72  0.341
H -5.30 1.25 -4.69  0.349
C -2.70 -1.34 4.10  -1.732
C -2.85 -1.18 2.57  -0.011
C -1.89 -0.21 1.90  1.357
O -2.69 -2.49 2.18  -0.697
H -1.80 -1.89 4.40  0.356
H -3.54 -1.85 4.57  0.399
H -2.51 -0.41 4.62  0.357
H -3.87 -0.89 2.32  0.299
H -1.70 0.61 2.59  -0.238
H -2.30 0.27 1.02  -0.986
H -0.94 -0.67 1.63  0.278
H -2.29 -2.52 1.31  0.427

**LUMO level**: 0.040 Eh
**Relative energy (zero: lowest compared OMol25 entry of this formula, charge and spin)**: 991.8 kJ/mol
**E_tot**: -2323.1482 hartree
**HOMO energy**: -7.0 eV
**Total charge**: -1
**HOMO-LUMO gap**: 8.1 eV